[1]
The following is a DFT calculation (wB97M-V/def2-TZVPD) of a structure of composition C42H51NP2SSbSn at a distorted geometry.

Kohn-Sham gap, eV: 4.81
Spin multiplicity: 1
Electronic energy, eV: -87627.49474
Net charge: +3

Cartesian coordinates (Å):
H 16.590022 12.105648 18.743602
C 9.817769 9.162766 12.655183
C 15.792707 11.545085 10.073112
H 8.646351 10.790293 6.112594
C 13.614249 15.407831 14.798975
C 15.724298 12.390655 18.150868
P 16.197677 11.650498 11.878148
H 10.926953 11.825471 16.729553
H 15.012770 7.170247 8.941012
H 7.730455 6.532039 12.710638
C 12.174672 15.204056 16.707834
H 15.865764 13.478068 17.852780
C 11.266523 10.923697 16.192609
H 10.516392 12.575394 9.548595
H 13.625764 11.796686 10.309781
C 12.667503 10.144924 18.199195
C 14.782748 6.518194 10.984886
C 13.431768 13.291994 15.971797
C 13.674879 8.435879 10.140841
H 19.553152 15.261525 12.154268
H 18.421107 16.363429 13.999163
H 17.201631 11.281270 14.442610
H 12.153632 13.232869 17.680791
C 16.711286 15.131232 14.055107
H 18.836919 8.907479 11.654983
H 15.676684 9.200131 16.679308
C 15.837648 9.965861 17.476937
H 14.132793 12.171478 8.650270
C 16.914945 12.145120 9.153532
H 10.536825 8.281780 8.991126
P 13.974272 11.574762 16.084022
H 17.927739 11.808644 9.424382
H 15.502855 5.699750 10.956896
H 16.701724 11.865286 8.117715
Sb 11.310837 10.026397 11.412473
C 16.142217 13.931756 13.567027
H 18.570047 13.256380 11.117164
H 12.827260 7.900176 13.397304
H 19.516328 10.457445 11.615519
C 13.326480 7.785842 12.447004
C 14.551527 7.344191 9.913500
C 8.128765 7.497860 12.991155
C 17.964550 15.476694 13.599013
H 16.345350 11.586903 16.234060
H 8.973252 12.776694 7.585421
H 14.490543 13.292860 10.044540
H 15.112297 9.704734 18.260788
H 16.828013 9.765891 17.851213
C 17.984696 10.828006 13.765820
H 13.316431 10.792065 18.839257
C 12.747323 15.960849 15.729865
H 12.340909 16.963391 15.675469
C 18.657929 14.833152 12.575443
C 10.274908 9.296423 8.677857
H 16.185412 15.788121 14.730105
H 11.650025 10.126875 18.556224
H 9.664937 10.969853 13.837958
Sn 14.278277 11.387370 13.556984
C 15.607808 11.407016 17.016055
H 16.824888 9.411503 12.650547
H 10.532512 10.078135 16.184026
H 14.541401 6.053733 13.026670
H 14.036504 15.882961 13.910259
S 12.089257 12.086090 12.406381
H 12.826913 9.525119 16.084465
N 14.958898 13.415518 14.120269
C 9.236533 7.994786 12.283526
H 18.738245 11.568890 13.674299
C 9.451947 11.826630 7.843731
H 6.516521 8.001604 14.393014
H 18.200899 9.988694 10.374532
C 18.521774 9.925540 11.435824
H 16.821886 13.232696 9.231875
C 12.968216 8.590976 11.371112
H 14.837487 12.417306 18.776925
C 14.076080 14.073343 15.003607
H 11.369809 15.640247 17.350854
H 9.647180 7.423557 11.460181
C 14.178407 6.701648 12.233311
C 12.522141 13.842284 16.871496
C 17.408756 10.349151 12.452414
H 9.382191 8.558597 6.918766
C 9.217297 10.681104 7.046627
C 9.630169 9.441867 7.469075
C 16.837954 13.221411 12.544899
C 10.191200 11.697939 9.038707
C 9.217028 9.986608 13.599551
C 10.625229 10.450480 9.436041
H 7.687369 10.254276 14.968406
C 18.047303 13.689942 11.994380
C 7.486698 8.326164 13.947153
C 8.062437 9.574670 14.221154
H 15.749307 10.445481 9.942023
H 13.024459 9.128696 18.335069
H 18.437803 9.958092 14.271556
C 12.636809 10.456877 16.633177
H 11.355772 11.177808 15.140344
C 14.452981 12.207962 9.733171
H 13.331496 9.028823 9.270811

Atoms 1-3, force components in eV/Å:
H -0.022 0.005 0.170
C 0.371 1.906 -0.331
C 0.264 -0.309 -0.673

[2]
The following is a DFT calculation (wB97M-V/def2-TZVPD) of a structure of composition C42H52AsClKN9O9P at a distorted geometry.

Kohn-Sham gap, eV: 6.24
Spin multiplicity: 1
Electronic energy, eV: -175211.71394
Net charge: -1

Cartesian coordinates (Å):
N -0.859200 4.004300 -0.073900
H -2.615200 3.709500 1.069700
C 3.132000 3.593100 1.997900
C 4.301400 1.545800 -1.136600
C -4.377700 0.432500 5.026600
C -1.698500 4.237400 0.932000
C -2.023800 -1.327700 -2.186800
H -3.970300 0.918600 5.901000
C -4.669100 -2.144400 -1.765300
H 2.228200 3.112000 -1.446700
C -3.669800 -2.403400 -0.874400
H 6.574100 0.290200 1.043100
C -0.869000 1.871400 -2.186100
H 4.795800 2.830500 4.033500
C -0.547500 -3.888100 -2.580600
H 0.288100 7.379400 1.642400
K 0.035000 0.466000 0.384900
N -0.122100 5.507800 1.155800
H -5.487200 -1.009800 6.158100
C 0.365300 3.828900 -3.013700
O -0.049900 1.722100 4.339300
N 0.729400 6.463600 1.641400
H 0.743900 3.981300 3.357600
As 0.428500 -2.911600 -1.140500
H -3.341600 1.699700 3.630300
H -0.586100 -3.306400 -3.501200
H 2.743100 -2.253000 -1.804700
H 3.476000 4.620500 1.883000
N -2.378800 -1.951100 -1.004100
C -1.957700 3.588700 -3.573600
H 3.484100 -2.815500 2.973100
H -0.925800 -4.729800 0.156500
C -3.058700 -0.998200 -3.057600
C 5.529300 1.329400 -0.510300
H -5.290200 -0.413200 -0.056400
C 3.482100 -2.077600 2.184300
H -5.831700 -1.316100 1.920000
C -0.653200 -0.921300 -2.776100
H 5.509700 -1.446300 2.460100
C 3.155300 0.852900 -0.758900
H -5.655200 -2.554200 -1.594200
N -1.676300 -2.257300 0.047400
C 1.641200 4.230500 3.912800
H -1.807400 -0.198900 4.865600
H 4.348100 4.530300 4.291700
H 1.438000 4.078500 4.970700
C 2.313600 -3.199800 -1.490200
C 4.000300 3.500500 4.351800
H -3.824400 -2.959200 0.038900
C -0.757600 4.293400 -3.644500
C 0.146600 -4.539600 0.057700
C 3.282000 -0.192300 0.210800
H -1.903600 2.049900 6.070700
H 1.206900 0.120300 7.017900
H -0.426800 2.759400 6.704900
C -0.938600 1.819700 6.513400
C 1.570300 2.252800 -1.663900
H -2.925100 1.872900 -2.772600
C 4.522500 -0.348600 0.891300
H 1.459000 -2.511500 1.556900
C -5.738800 -1.280700 4.048000
C -4.571200 0.274200 2.631100
C -4.376400 -1.359600 -2.878300
C 0.354900 2.613800 -2.318300
H -1.077400 1.288800 7.452800
N 0.132300 4.812300 0.078300
H 1.859100 0.176100 5.358400
H 4.236000 2.267900 -1.938900
H 2.805700 -3.574100 -0.590800
O -0.691400 -0.393400 -3.877400
H -2.841400 3.973400 -4.066000
H -0.001800 -4.821600 -2.755500
C 2.766500 3.304200 3.456100
C -4.034700 0.882300 3.765000
H 1.561500 6.452400 1.062400
O -3.201100 1.498200 1.158500
H 1.287600 4.391200 -3.077100
N 2.241100 -1.010500 0.442400
O 1.153300 -0.133000 3.014700
H -4.833100 1.166000 -0.699800
H 0.615700 -5.400500 -0.427400
H 3.914300 2.908700 1.674700
H 1.907800 5.271300 3.740000
C -5.194400 0.642500 0.181900
Cl -0.694400 5.785600 -4.534400
H 2.255600 3.420200 1.382100
H 3.750400 3.268800 5.385300
O 0.440000 2.087600 1.929100
C 4.583600 -1.316200 1.914000
N -1.260400 5.204500 1.726900
H 0.554100 -4.437300 1.060400
C -0.116500 0.968900 5.532700
C -4.202400 0.844200 1.304100
H -1.562100 -4.149300 -2.264700
C 1.278400 0.710700 6.104300
H -5.139600 -1.062100 -3.579100
C -5.229300 -0.650200 5.171600
H 2.396800 -3.939800 -2.291900
C 2.336100 -1.894900 1.397300
C -5.423000 -0.815900 2.784400
H 1.774600 1.656100 6.316300
C -1.999800 2.426000 -2.856300
H -6.169300 1.027500 0.477700
H -0.896800 -0.939500 6.199100
O 2.407200 1.942900 3.591100
O 0.472500 -1.367300 -2.316400
O -0.991800 0.819800 -1.491200
H -6.388000 -2.137600 4.158200
P 0.962400 1.336900 3.101900
C 5.636900 0.430900 0.519600
H 6.393500 1.901200 -0.828800
C -0.815300 -0.368800 5.275000
H -0.231700 -0.918300 4.543600
N 1.930600 1.078000 -1.311800
H -2.748000 -0.438200 -3.926800
O -0.370300 -1.804700 0.010300

Atoms 1-3, force components in eV/Å:
N -0.356 -0.621 -0.218
H -0.214 -0.145 0.098
C -0.122 -0.221 0.220

Which formula does entry 1 have?
C42H51NP2SSbSn

What is the formula in the first record?
C42H51NP2SSbSn